116
Properties=species:S:1:pos:R:3:forces:R:3:lowdin_spin:R:1 method="wB97M-V/def2-TZVPD" s2=0.77 relative_energy_kcal_mol=4.0 orbital_gap_ev="8.2006 / 6.9600" total_energy_ev=-75595.32567 lumo_energy_ev="-2.11 / -3.74" spin_multiplicity=2 charge=+1
Bi 0.4314 0.8200 0.4570 0.06 0.06 -0.02 0.012
C -1.1715 -1.2415 2.8176 0.05 0.00 -0.02 0.018
C -2.1596 -0.3601 2.3840 -0.06 0.01 -0.02 0.276
C -2.5329 -0.7939 0.9745 0.07 0.07 -0.03 0.150
C -1.7361 -1.8652 0.6877 0.04 -0.11 -0.02 0.067
C -0.9565 -2.2336 1.8476 -0.06 0.01 -0.02 0.289
C -0.3850 -3.6096 2.0690 -0.02 -0.01 0.01 0.034
C 0.5162 -4.0447 0.9060 0.04 0.01 -0.03 0.015
C 0.3485 -3.7315 3.4061 0.02 0.00 0.03 0.001
C -1.5950 -4.5698 2.1172 0.01 -0.01 0.00 0.024
C -3.6185 -0.3345 0.0033 -0.04 -0.02 0.02 0.012
C -3.3718 1.0826 -0.5360 0.01 -0.02 -0.03 0.009
C -3.6393 -1.2525 -1.2285 -0.01 -0.03 -0.04 -0.001
C -5.0072 -0.4637 0.6513 0.02 0.01 -0.02 0.007
C -2.7702 0.6152 3.3892 0.04 -0.01 -0.02 0.028
C -3.3688 1.9019 2.8198 0.00 0.00 -0.07 0.006
C -1.6916 1.0567 4.3949 0.03 0.00 0.05 0.004
C -3.8617 -0.1419 4.1714 -0.01 0.00 0.00 0.021
H -0.7396 -1.2519 3.8050 -0.01 -0.01 -0.04 -0.004
H -1.7556 -2.4310 -0.2322 0.00 0.00 0.07 0.000
H 1.2801 -3.3072 0.6492 -0.03 -0.07 -0.02 0.001
H -0.0809 -4.2331 0.0126 0.01 0.04 -0.01 0.000
H 1.0238 -4.9769 1.1612 -0.03 -0.01 0.00 0.002
H 1.2296 -3.0938 3.4745 -0.02 0.01 -0.01 0.000
H 0.6748 -4.7632 3.5458 0.00 0.01 0.00 0.000
H -0.3110 -3.4798 4.2383 0.01 -0.01 -0.01 0.000
H -2.1827 -4.5136 1.1997 0.01 0.00 0.01 0.000
H -2.2479 -4.3329 2.9591 0.00 0.01 -0.02 0.000
H -1.2388 -5.5958 2.2344 -0.01 0.02 0.01 0.004
H -2.5127 1.0736 -1.2104 -0.09 0.00 0.09 0.000
H -3.2021 1.8194 0.2417 0.00 0.08 0.14 0.001
H -4.2388 1.4087 -1.1169 0.00 -0.01 0.02 0.001
H -2.6911 -1.2414 -1.7697 -0.08 0.00 0.02 0.000
H -4.4092 -0.8958 -1.9159 0.01 -0.01 0.01 0.000
H -3.8837 -2.2824 -0.9613 0.00 0.01 0.00 0.000
H -5.1698 0.2219 1.4767 0.02 0.04 0.05 0.000
H -5.1610 -1.4796 1.0217 0.01 0.00 -0.01 0.000
H -5.7739 -0.2610 -0.0994 0.01 0.00 0.01 0.001
H -2.6304 2.4621 2.2470 -0.04 -0.04 -0.01 0.000
H -3.6852 2.5354 3.6504 -0.01 -0.01 -0.02 0.001
H -4.2355 1.7383 2.1902 -0.04 -0.03 -0.08 0.000
H -0.8338 1.5108 3.8908 -0.02 -0.01 0.01 0.000
H -1.3330 0.2322 5.0093 -0.01 0.03 0.00 0.000
H -2.1142 1.8012 5.0715 0.00 -0.01 0.00 0.000
H -4.6570 -0.5015 3.5194 0.00 0.01 -0.02 0.001
H -4.3062 0.5222 4.9164 0.01 -0.01 -0.01 0.003
H -3.4327 -1.0012 4.6887 -0.01 0.00 -0.01 0.000
C 3.4541 -0.9973 3.2424 0.00 0.01 -0.01 0.000
C 2.4715 -1.0807 2.2635 -0.05 -0.02 0.01 0.003
N 2.2313 0.1239 1.7567 -0.07 0.12 0.01 0.005
N 3.0555 1.0057 2.3760 0.03 -0.08 -0.15 0.000
C 3.7973 0.3406 3.2752 -0.02 0.03 0.04 0.000
B 3.1870 2.4951 1.9192 -0.01 0.03 0.00 0.000
N 3.1931 2.5118 0.3452 -0.04 -0.06 -0.02 0.000
C 4.0713 3.1268 -0.4613 0.00 0.05 0.03 0.000
C 3.7169 2.8931 -1.7763 -0.03 -0.02 0.00 0.000
C 2.5758 2.1050 -1.6955 0.00 0.03 -0.04 0.000
N 2.2664 1.8881 -0.4191 -0.03 -0.06 0.06 0.000
N 1.9423 3.2808 2.3787 0.02 0.01 0.01 0.000
C 1.7266 4.3089 3.2204 0.01 -0.01 -0.05 0.000
C 0.3891 4.6474 3.1585 0.02 0.01 0.01 0.000
C -0.1565 3.7583 2.2366 0.02 0.02 -0.08 0.000
N 0.7785 2.9342 1.7737 0.08 -0.07 0.09 -0.001
N 4.5165 3.0245 2.4005 -0.02 -0.02 0.09 0.000
C 5.7337 2.4805 2.1188 0.00 -0.02 -0.05 0.000
C 6.6902 3.2498 2.7220 0.00 0.01 0.00 0.000
C 5.9566 4.2637 3.3717 -0.01 0.02 0.02 0.000
N 4.6600 4.1259 3.1793 -0.05 0.01 -0.05 0.000
H 3.8712 -1.7962 3.8296 0.00 0.02 -0.01 0.000
H 1.9479 -1.9368 1.8760 0.03 0.06 0.05 0.003
H 4.5282 0.8600 3.8728 -0.01 -0.01 -0.02 0.000
H 4.8914 3.6905 -0.0493 -0.01 -0.02 -0.01 0.000
H 4.2223 3.2332 -2.6629 -0.01 0.00 0.02 0.000
H 1.9712 1.6870 -2.4843 0.01 -0.01 0.02 0.000
H 2.5458 4.7321 3.7716 0.03 0.00 0.01 0.000
H -0.1100 5.4350 3.6949 0.01 -0.01 0.00 0.000
H -1.1669 3.6922 1.8657 0.07 0.01 0.03 0.000
H 5.8241 1.5941 1.5098 0.00 0.02 0.01 0.000
H 7.7568 3.1076 2.7009 -0.02 0.00 0.00 0.000
H 6.3231 5.0829 3.9701 0.00 -0.01 -0.01 0.000
C -1.0235 4.3506 -2.9958 -0.01 -0.05 0.06 0.000
C -0.7381 3.4651 -1.8769 -0.04 0.07 -0.10 0.000
N -0.5088 2.7513 -1.0134 0.06 0.06 0.03 -0.001
H -1.0504 5.3831 -2.6533 0.00 0.00 0.00 0.000
H -1.9843 4.0823 -3.4317 0.00 0.00 0.00 0.000
H -0.2422 4.2394 -3.7463 0.00 0.01 0.00 0.000
O 2.6027 -1.7008 -0.7557 -0.08 0.02 -0.07 0.000
C 1.7679 -1.4146 -1.5913 0.05 0.02 0.04 0.000
N 1.5913 -1.9800 -2.8147 -0.04 0.03 0.03 0.000
C 0.4508 -1.4421 -3.5398 0.03 0.03 0.02 0.000
C -0.0211 -0.3809 -2.5201 -0.04 -0.03 0.04 0.000
O -0.9864 0.3446 -2.6635 0.18 0.01 -0.07 0.000
N 0.7908 -0.4240 -1.4288 0.02 -0.02 0.00 0.006
C -0.6978 -2.4404 -3.6733 0.06 -0.05 0.07 0.000
C -1.6889 -2.2590 -4.6292 -0.05 0.03 -0.01 0.000
C -2.7888 -3.1055 -4.6618 0.03 0.03 0.00 0.000
C -2.9070 -4.1374 -3.7420 0.01 -0.01 0.02 0.000
C -1.9151 -4.3254 -2.7894 -0.04 -0.02 -0.02 0.000
C -0.8178 -3.4780 -2.7551 0.00 -0.03 -0.05 0.000
C 0.8824 -0.8450 -4.8744 -0.01 -0.05 -0.04 0.000
C 0.6785 0.4829 -5.2252 0.03 -0.03 0.03 0.000
C 1.1251 0.9591 -6.4539 -0.02 0.02 0.00 0.000
C 1.7708 0.1155 -7.3415 0.01 -0.01 0.01 0.000
C 1.9654 -1.2176 -7.0011 0.00 0.01 0.00 0.000
C 1.5199 -1.6914 -5.7796 0.00 -0.02 0.00 0.000
H 2.1724 -2.7371 -3.1302 0.01 0.00 -0.01 0.000
H -1.6066 -1.4536 -5.3480 0.00 0.00 0.01 0.000
H -3.5546 -2.9581 -5.4122 0.00 0.00 0.01 0.000
H -3.7640 -4.7976 -3.7728 0.01 0.00 0.00 0.000
H -1.9925 -5.1372 -2.0758 0.00 0.01 -0.01 0.000
H -0.0412 -3.6315 -2.0179 0.00 0.01 0.01 0.000
H 0.1463 1.1422 -4.5531 -0.01 0.01 0.01 0.000
H 0.9573 1.9952 -6.7203 0.00 -0.01 0.00 0.000
H 2.1147 0.4883 -8.2973 0.00 0.00 0.01 0.000
H 2.4597 -1.8888 -7.6913 -0.01 0.01 0.01 0.000
H 1.6592 -2.7391 -5.5347 -0.01 0.01 0.00 0.000